#A
Here is a cluster of 9 separate species, C34H94N8O9 in total from the OMol25 dataset. Energies are from wB97M-V/def2-TZVPD.

## Properties
**SMILES string**: COC[C@H](C)N.COC[C@H](C)N.COC[C@H](C)N.COC[C@H](C)N.COC[C@H](C)N.COC[C@H](C)N.COC[C@H](C)N.COC[C@H](C)N.CCO

Structure (ORCA input):
```
! wB97M-V def2-TZVPD RIJCOSX def2/J DEFGRID3
* xyz 0 1
C 0.30177 1.30731 1.50062
O 0.50602 2.12057 0.36197
C 0.56514 1.31654 -0.80520
C 0.94863 2.18793 -2.00260
C 0.16868 3.57488 -2.04564
N 0.63014 1.46030 -3.22635
H 1.18039 0.76015 1.84230
H -0.53034 0.60368 1.52504
H 0.23992 2.03655 2.30839
H 1.16173 0.40526 -0.84688
H -0.42955 0.93371 -1.03349
H 2.00542 2.45470 -1.99101
H -0.38794 3.83168 -1.14435
H -0.47047 3.69110 -2.92090
H 1.00635 4.26076 -2.17202
H 0.72605 1.98956 -4.08121
H 1.11357 0.58376 -3.36081
C 0.87958 3.28254 -10.27683
O 1.64014 2.35144 -9.50180
C 2.86941 1.83440 -10.09381
C 2.68116 0.95604 -11.31092
C 2.21352 -0.50713 -10.91851
N 3.89973 0.78731 -12.13449
H 0.24009 2.85290 -11.04791
H 1.43845 4.10137 -10.72990
H 0.26233 3.61488 -9.44217
H 3.30270 2.75316 -10.48911
H 3.55434 1.28855 -9.44495
H 1.87482 1.42076 -11.87832
H 1.15262 -0.63092 -10.70110
H 2.78975 -0.98167 -10.12424
H 2.18946 -1.24191 -11.72325
H 3.79740 0.08656 -12.85461
H 4.66379 0.38830 -11.60808
C 5.96759 -6.09783 6.41786
O 6.60821 -6.24591 7.74234
C 7.93955 -6.74039 7.57421
C 8.30727 -7.39267 8.90105
C 9.63602 -8.11855 8.92399
N 7.39713 -8.37647 9.19279
H 5.08450 -5.46032 6.46093
H 5.57871 -7.09638 6.21846
H 6.51667 -5.76363 5.53757
H 7.94761 -7.53241 6.82539
H 8.69405 -5.98929 7.34034
H 8.14557 -6.72572 9.74789
H 9.62084 -8.79433 8.06890
H 9.59799 -8.84825 9.73280
H 10.51285 -7.47440 8.85806
H 6.52370 -7.99729 8.85597
H 7.31149 -8.41276 10.19850
C -6.11151 -1.20045 -6.45505
O -7.39928 -1.48005 -6.14095
C -7.64680 -1.67065 -4.81061
C -8.80889 -2.65794 -4.57233
C -10.18259 -2.23134 -4.97865
N -8.99854 -2.95678 -3.16353
H -5.64929 -0.53463 -5.72626
H -6.13362 -0.53573 -7.31862
H -5.48991 -2.04379 -6.75587
H -6.75373 -1.98145 -4.26845
H -7.88784 -0.66362 -4.47018
H -8.56817 -3.61661 -5.03180
H -10.52204 -1.32966 -4.46889
H -10.81537 -3.11023 -4.85523
H -10.18997 -1.99930 -6.04364
H -8.29155 -3.66719 -3.03872
H -9.88956 -3.42472 -3.07849
C -1.41858 -6.05732 1.05324
O -2.15342 -6.42017 2.17602
C -1.40116 -7.13068 3.21850
C -2.26960 -7.48160 4.37339
C -2.67547 -6.15018 5.10695
N -1.48652 -8.27956 5.27956
H -1.04853 -6.92020 0.49953
H -0.60188 -5.41261 1.37799
H -2.09376 -5.51473 0.39155
H -0.98792 -8.03032 2.76245
H -0.64090 -6.38876 3.46274
H -3.11836 -8.04942 3.99221
H -3.34008 -5.57833 4.45936
H -1.83685 -5.50206 5.36141
H -3.40966 -6.34181 5.88946
H -1.56029 -9.28311 5.19271
H -1.76685 -8.15323 6.24162
C -6.28773 2.85359 1.46532
O -7.58310 2.33926 1.73691
C -7.58644 0.91360 2.08461
C -9.03700 0.52086 2.57357
C -9.18165 -0.91571 2.91934
N -10.02965 0.67574 1.49131
H -5.79864 2.26938 0.68583
H -5.59600 2.89894 2.30648
H -6.25429 3.89700 1.15183
H -7.43350 0.32054 1.18295
H -6.86007 0.61139 2.83903
H -9.32470 1.29028 3.29004
H -8.84175 -1.54559 2.09726
H -10.24430 -1.12963 3.03382
H -8.59464 -1.27387 3.76505
H -9.61082 -0.02757 0.89968
H -9.86690 1.51899 0.95976
C -4.04066 1.74457 8.89734
O -2.82796 2.34884 9.11009
C -2.76597 3.76490 9.20694
C -1.38662 4.06566 9.88905
C -1.24940 3.61828 11.33951
N -1.13780 5.48450 9.80216
H -3.82423 0.67633 8.90914
H -4.54883 2.00093 7.96775
H -4.62210 2.02171 9.77667
H -2.84652 4.13284 8.18409
H -3.60446 4.15650 9.78286
H -0.64353 3.66084 9.20200
H -2.16393 3.69112 11.92809
H -0.60094 4.26606 11.92940
H -0.89742 2.59140 11.43807
H -0.21406 5.75316 10.10976
H -1.77759 5.83944 10.49842
C 10.00413 2.24785 -9.99188
O 9.92963 2.09899 -8.54782
C 9.72540 3.38487 -7.87237
C 9.69813 3.27505 -6.34019
C 8.53903 2.43975 -5.79386
N 9.59460 4.54767 -5.65227
H 10.85149 2.83912 -10.33899
H 9.19924 2.83080 -10.43957
H 10.02657 1.29121 -10.51382
H 10.47949 4.11266 -8.17196
H 8.76566 3.83578 -8.12474
H 10.61192 2.74859 -6.06464
H 8.47526 1.42068 -6.17534
H 7.60396 2.94375 -6.03825
H 8.49223 2.52658 -4.70833
H 8.62966 4.83453 -5.73411
H 10.14855 5.30437 -6.02731
C 0.06197 10.01049 1.89076
C 1.28916 10.18869 0.98834
O 2.27602 10.84232 1.80235
H 0.19384 9.22824 2.63828
H -0.84350 9.72114 1.35739
H -0.08464 11.01405 2.29010
H 1.11488 10.79148 0.09706
H 1.60835 9.22341 0.59533
H 2.46623 10.25277 2.53574
*
```


#B
Here is a cluster of 9 separate species, C34H94N8O9 in total from the OMol25 dataset. Energies are from wB97M-V/def2-TZVPD.

## Properties
**SMILES string**: COC[C@H](C)N.COC[C@H](C)N.COC[C@H](C)N.COC[C@H](C)N.COC[C@H](C)N.COC[C@H](C)N.COC[C@H](C)N.COC[C@H](C)N.CCO

Structure (ORCA input):
```
! wB97M-V def2-TZVPD RIJCOSX def2/J DEFGRID3
* xyz 0 1
C 4.95278 0.36525 1.53173
O 4.42449 0.96326 0.35691
C 5.18915 2.11312 0.10645
C 4.59794 2.99370 -1.01549
C 5.43412 4.22253 -1.14485
N 3.22770 3.26481 -0.83486
H 4.44639 -0.57431 1.62972
H 4.71075 1.04614 2.41915
H 6.05738 0.23974 1.43019
H 5.14359 2.74992 1.02047
H 6.22525 1.82588 -0.11950
H 4.69548 2.43590 -1.93699
H 6.48176 4.03489 -1.36799
H 5.33861 4.77411 -0.17350
H 4.97929 4.73852 -2.00733
H 3.08805 3.82683 -0.04261
H 2.68089 2.40383 -0.68319
C -1.17581 -1.44091 -4.06423
O -0.40295 -2.11747 -4.98810
C -0.09366 -1.20267 -6.08668
C 0.95985 -1.94130 -6.94042
C 1.28176 -0.90977 -8.00162
N 0.52309 -3.20316 -7.51429
H -1.37336 -2.17256 -3.23621
H -2.08196 -1.11748 -4.53000
H -0.76738 -0.50729 -3.63337
H -0.99682 -0.95122 -6.65519
H 0.28865 -0.27006 -5.65638
H 1.84360 -2.07969 -6.29989
H 2.10002 -1.26268 -8.65852
H 1.63998 -0.00185 -7.48453
H 0.39530 -0.70453 -8.63265
H -0.40044 -3.12214 -7.96445
H 0.44256 -3.91303 -6.78678
C 1.95845 -1.52567 3.65122
O 2.99901 -2.24602 3.02338
C 2.46307 -3.25292 2.09629
C 3.37888 -4.35891 1.86729
C 4.79351 -3.87143 1.51847
N 2.69170 -5.17013 0.85655
H 1.16551 -1.42326 2.93077
H 2.44176 -0.59321 3.95123
H 1.58661 -2.03745 4.53855
H 1.57296 -3.61183 2.59050
H 2.18725 -2.79103 1.16472
H 3.44888 -4.93777 2.80581
H 5.44363 -4.77752 1.45231
H 5.21783 -3.28995 2.32367
H 4.85622 -3.29466 0.59819
H 3.03191 -6.10601 0.72025
H 2.72195 -4.71407 -0.04070
C 2.02200 -3.20888 -2.53964
O 3.16696 -2.35641 -2.52650
C 3.23207 -1.57566 -3.65019
C 4.23634 -0.49257 -3.43327
C 4.31412 0.33637 -4.73365
N 5.60804 -1.07388 -3.09165
H 1.86369 -3.58797 -1.53056
H 2.04685 -3.95331 -3.32441
H 1.24384 -2.50939 -2.75761
H 3.31593 -2.22285 -4.57920
H 2.23383 -1.07448 -3.79868
H 3.86124 0.13859 -2.62117
H 4.96157 -0.21766 -5.42501
H 4.76269 1.29932 -4.47964
H 3.31857 0.41359 -5.10727
H 5.81447 -1.80901 -3.82245
H 5.52261 -1.75911 -2.36054
C -4.09499 -5.34020 4.18303
O -3.55289 -4.11727 4.61151
C -2.34104 -3.76678 3.96540
C -2.58955 -3.14674 2.59848
C -1.22344 -2.73899 2.14128
N -3.56520 -2.08799 2.63097
H -4.97951 -5.63355 4.76034
H -3.31173 -6.08020 4.19482
H -4.47182 -5.27102 3.13667
H -1.83389 -2.98437 4.59951
H -1.68214 -4.65071 3.80217
H -3.05387 -3.96084 2.02914
H -0.59176 -2.29237 2.90483
H -1.25490 -2.15443 1.21836
H -0.69176 -3.68798 1.90032
H -4.38225 -2.41306 3.12392
H -3.25471 -1.35371 3.28862
C -2.08848 5.69725 -0.53379
O -1.36619 5.52007 0.72446
C -0.33753 4.60297 0.60159
C 0.20981 4.36504 1.99390
C 0.83907 5.64322 2.58895
N 1.21958 3.32958 1.75786
H -1.43342 5.79371 -1.44588
H -2.77262 6.56948 -0.46652
H -2.73147 4.83849 -0.76242
H -0.59832 3.67220 0.07216
H 0.45328 5.05225 -0.05027
H -0.51436 4.03599 2.72687
H 1.06755 5.57656 3.65019
H 0.22019 6.61057 2.42584
H 1.72665 5.91591 2.02504
H 0.75946 2.40388 1.69925
H 1.82141 3.16698 2.55853
C -7.01541 1.91568 -0.24327
O -5.69392 1.58725 -0.11693
C -5.37467 0.34085 -0.67183
C -3.84993 0.25316 -0.68789
C -3.29889 -1.05918 -1.23002
N -3.29899 0.42810 0.69105
H -7.18869 2.93926 0.11506
H -7.64122 1.23481 0.34866
H -7.36558 1.97418 -1.29208
H -5.80694 -0.43104 -0.09458
H -5.70163 0.25163 -1.73431
H -3.48185 1.11024 -1.26448
H -3.60412 -1.83502 -0.58714
H -2.18904 -0.96196 -1.26376
H -3.58329 -1.26193 -2.28149
H -3.86745 1.17001 1.13547
H -3.67947 -0.39354 1.18706
C -3.20323 3.60965 2.06293
O -4.00429 2.50047 2.62535
C -3.32245 1.76898 3.59795
C -4.33449 1.05062 4.44034
C -5.17145 2.03556 5.30086
N -3.43217 0.09437 5.12035
H -3.91600 4.32617 1.66507
H -2.53231 3.21523 1.26348
H -2.75732 4.15879 2.91951
H -2.71612 0.98562 3.14319
H -2.64448 2.40134 4.22036
H -5.01764 0.50132 3.83369
H -5.58084 2.81132 4.64312
H -4.60074 2.55841 6.04987
H -5.91044 1.42693 5.85780
H -3.99048 -0.53180 5.66303
H -2.85414 0.60330 5.76517
C 0.86048 -0.00031 -0.59325
C -0.08849 1.13979 -0.47174
O -0.58282 1.26214 0.87873
H 1.08346 -0.23904 -1.62259
H 0.42436 -0.92468 -0.13969
H 1.80883 0.23636 -0.17446
H -0.90784 1.03673 -1.20979
H 0.46407 2.04263 -0.71279
H -1.37156 0.70249 0.90682
*
```


Relative to the most stable one, in kcal/mol, the structures come out at #A 103.7; #B 0.0.


#A
Here is a cluster of 2 separate species, CH7N2O in total from the OMol25 dataset. Energies are from wB97M-V/def2-TZVPD.

Structure (ORCA input):
```
! wB97M-V def2-TZVPD RIJCOSX def2/J DEFGRID3
* xyz -1 1
O -2.08349 -0.84929 -0.50793
H -2.65748 -0.10760 -0.61054
N 0.13781 -0.14390 1.27374
C 0.78171 0.69380 0.26970
N 0.72065 0.20498 -1.09234
H 0.64115 -1.02113 1.16550
H -0.80148 -0.38513 0.87214
H 1.83029 0.69567 0.58541
H 0.42457 1.71072 0.39390
H -0.24536 -0.14554 -1.23983
H 1.25161 -0.65258 -1.10976
*
```


#B
Here is a cluster of 2 separate species, CH7N2O in total from the OMol25 dataset. Energies are from wB97M-V/def2-TZVPD.

Structure (ORCA input):
```
! wB97M-V def2-TZVPD RIJCOSX def2/J DEFGRID3
* xyz -1 1
O -1.84821 -0.18403 -1.37732
H -1.65222 0.68555 -1.87924
N 0.56859 -1.19424 0.33439
C 1.00103 0.04275 0.98003
N 0.41560 1.25655 0.27742
H 0.16532 -0.96897 -0.57309
H -0.13226 -1.59896 0.91592
H 2.08011 0.12574 0.94429
H 0.72668 0.04472 2.05220
H -0.56758 0.98920 -0.03523
H 1.27014 1.50228 -0.56914
*
```


Relative to the most stable one, in kcal/mol, the structures come out at #A 0.0; #B 29.0.


#A
Here is the molecule C4H4FNOS from the OMol25 dataset. Energies are from wB97M-V/def2-TZVPD.

## Properties
**SMILES string**: ON1CC(F)=CC1=S

Structure (ORCA input):
```
! wB97M-V def2-TZVPD RIJCOSX def2/J DEFGRID3
* xyz 0 1
O 1.64285 1.53216 -0.21914
N 0.55578 0.58005 0.14067
C -0.90565 0.92519 -0.00227
C -1.40856 -0.53441 -0.08093
F -2.74719 -0.87482 -0.31650
C -0.34852 -1.43692 0.15083
C 0.94250 -0.67841 -0.01845
S 2.46089 -1.22418 -0.17499
H 2.44331 0.80569 0.00955
H -1.36967 1.54331 0.76089
H -0.84113 1.82905 -0.69716
H -0.42460 -2.46670 0.44751
*
```


#B
Here is the molecule C4H4FNOS from the OMol25 dataset. Energies are from wB97M-V/def2-TZVPD.

## Properties
**SMILES string**: FCc1c[nH]c(=S)o1

Structure (ORCA input):
```
! wB97M-V def2-TZVPD RIJCOSX def2/J DEFGRID3
* xyz 0 1
F -0.43809 -0.79979 -2.30191
C 0.64311 -0.07181 -1.82367
C 0.21641 -0.02958 -0.41551
C -1.05047 -0.21199 0.12460
N -0.76394 -0.19642 1.55483
C 0.52351 0.28850 1.79342
S 1.10951 0.91674 3.15023
O 1.09229 0.38666 0.53077
H 0.37385 0.96926 -2.43692
H 1.69366 -0.57856 -2.05755
H -1.90453 -0.79110 -0.33769
H -1.49533 0.11809 2.21941
*
```


Relative to the most stable one, in kcal/mol, the structures come out at #A 47.9; #B 0.0.


#A
Here is a structure of composition C22H30CdIN3O5SSb2 from the OMol25 dataset. Energies are from wB97M-V/def2-TZVPD.

Structure (ORCA input):
```
! wB97M-V def2-TZVPD RIJCOSX def2/J DEFGRID3
* xyz 0 1
Cd -1.55986 -0.45893 -0.08769
C 1.87607 0.18545 0.97574
Sb 1.48837 -0.27609 -1.08902
C 3.19940 -1.58947 -1.21310
C 2.51198 1.52290 -1.90229
C 2.72416 2.59584 -0.89276
C 3.91095 2.60897 -0.15698
C 4.16063 3.56723 0.80858
C 3.21597 4.55339 1.05253
C 2.04106 4.56477 0.32273
C 1.76929 3.59960 -0.64976
C 0.46702 3.65602 -1.37259
Sb -1.05885 2.36574 -0.45679
C -1.63290 3.72878 1.09943
C -2.57729 2.94030 -1.86162
H 2.92922 0.41634 1.11949
H 1.60253 -0.68345 1.57208
H 1.27635 1.03691 1.29559
H 4.06118 -1.09553 -0.76684
H 3.42136 -1.82993 -2.25279
H 2.99093 -2.51384 -0.67575
H 1.92926 1.86251 -2.75619
H 3.46552 1.14512 -2.26967
H 4.65900 1.84772 -0.35176
H 5.08847 3.54824 1.36531
H 3.40523 5.31707 1.79571
H 1.30972 5.34576 0.50123
H 0.54828 3.36093 -2.41817
H 0.03769 4.65631 -1.32506
H -1.93489 4.67161 0.64630
H -0.79868 3.89638 1.77916
H -2.46634 3.28371 1.63747
H -2.61315 4.02589 -1.92951
H -3.53634 2.55680 -1.52332
H -2.34633 2.51616 -2.83746
I -1.55887 -0.11382 5.91719
C -1.36217 -0.92079 4.01407
C -1.34505 -2.26421 3.64495
N -1.16679 -2.37316 2.32884
N -1.05736 -1.11859 1.82562
C -1.18388 -0.23211 2.83539
H -1.45561 -3.14359 4.26115
H 0.19859 -3.96333 1.92056
H -1.15941 0.83298 2.66719
O -3.61720 -0.27135 -0.91059
C -4.02407 0.45619 0.04323
O -3.28406 0.93394 0.92349
H -5.10307 0.67980 0.07952
N -1.73398 -1.60345 -2.90911
C -1.45352 -2.69262 -2.07947
C -0.20474 -3.31924 -2.14490
C 0.11286 -4.32711 -1.26004
C -0.80559 -4.69814 -0.29500
C -2.05611 -4.10736 -0.22242
C -2.39823 -3.11998 -1.13552
S -0.26678 -5.79345 0.98053
O 0.70019 -4.80951 1.74508
O 0.56145 -6.81987 0.43613
O -1.38620 -6.13619 1.80218
H -2.71784 -1.41914 -3.04180
H -1.21421 -1.58137 -3.77145
H 0.49860 -3.02401 -2.91440
H 1.07349 -4.82595 -1.29413
H -2.75895 -4.45104 0.52365
H -3.39649 -2.70275 -1.15218
*
```


#B
Here is a structure of composition C22H30CdIN3O5SSb2 from the OMol25 dataset. Energies are from wB97M-V/def2-TZVPD.

Structure (ORCA input):
```
! wB97M-V def2-TZVPD RIJCOSX def2/J DEFGRID3
* xyz 0 1
Cd -0.32176 0.27722 -0.36222
C 3.93968 1.69223 -0.57430
Sb 2.52962 0.10282 -0.24726
C 2.51426 -0.57312 -2.28538
C 3.90038 -1.39355 0.65120
C 4.27746 -2.42338 -0.34806
C 5.32886 -2.15203 -1.22651
C 5.67774 -3.03154 -2.23526
C 4.95841 -4.20685 -2.39398
C 3.91950 -4.49252 -1.52571
C 3.56972 -3.62973 -0.48496
C 2.49148 -4.04436 0.45871
Sb 0.58305 -2.95978 0.31446
C -0.46835 -4.64478 1.17786
C 0.20144 -3.54962 -1.72899
H 4.37683 2.00156 0.37328
H 3.40524 2.53276 -1.01100
H 4.72145 1.35398 -1.25247
H 3.39845 -1.16924 -2.49873
H 2.49750 0.30785 -2.92524
H 1.61514 -1.15300 -2.48574
H 3.39969 -1.80806 1.52359
H 4.76299 -0.81722 0.98180
H 5.88093 -1.22634 -1.10467
H 6.50385 -2.80594 -2.89638
H 5.20877 -4.90406 -3.18221
H 3.37469 -5.42310 -1.63480
H 2.81177 -3.95635 1.49802
H 2.21799 -5.08180 0.27144
H -0.22189 -5.53271 0.59872
H -1.54664 -4.49939 1.16867
H -0.14171 -4.79088 2.20608
H -0.36395 -4.47936 -1.73956
H 1.15900 -3.70143 -2.22680
H -0.36414 -2.77820 -2.24901
I -5.56621 -3.31573 -0.17139
C -4.17575 -1.86441 -0.66861
C -4.35590 -0.73213 -1.43983
N -3.16888 -0.11815 -1.47518
N -2.23125 -0.77525 -0.77738
C -2.84231 -1.84793 -0.27940
H -5.23602 -0.24922 -1.84599
H -2.95315 0.74520 -1.95491
H -2.31254 -2.56660 0.32280
O 0.64913 2.34767 -1.10693
C 0.11651 2.06365 -2.20217
O -0.51160 0.99217 -2.41943
H 0.19210 2.78619 -3.03070
N -0.79857 1.47677 1.66352
C -2.07196 2.06847 1.27533
C -2.05984 3.17680 0.43652
C -3.25683 3.67019 -0.06164
C -4.45926 3.08834 0.29860
C -4.47714 2.02539 1.19252
C -3.28080 1.51162 1.68501
S -5.95289 3.63027 -0.58957
O -5.44080 4.56729 -1.57019
O -6.84121 4.16601 0.41350
O -6.42230 2.37564 -1.18549
H -0.90294 1.04783 2.57491
H -0.10951 2.21936 1.71438
H -1.12015 3.64805 0.17830
H -3.29803 4.50834 -0.74423
H -5.43165 1.60939 1.48979
H -3.27288 0.68072 2.38327
*
```


Relative to the most stable one, in kcal/mol, the structures come out at #A 0.0; #B 12.5.